The following is a quantum chemistry calculation of one molecule with the formula C24H28BrNO4, from the Open Molecules 2025 dataset.

```
58
Properties=species:S:1:pos:R:3:forces:R:3
Br -6.37507 -3.13401 0.06161 0.140 0.108 -0.035
O 1.17504 0.79335 -0.44229 0.071 -0.304 0.046
O -4.94660 1.40269 2.27856 -0.479 0.018 0.121
O 1.58791 -2.00208 -2.57729 -0.104 -0.177 -0.072
O 0.70192 2.62038 0.80361 -0.146 -0.173 -0.111
N 3.00039 -0.94032 -1.15762 0.219 0.219 0.207
C -3.71981 -2.13122 0.33050 -0.098 -0.061 0.033
C 1.90769 3.35602 0.62780 0.163 0.224 -0.055
C 0.74968 -0.17406 -1.31189 -0.520 0.162 -0.212
C -2.03701 2.66767 0.18558 -0.036 -0.140 0.157
C 4.35556 -2.70256 -0.15045 0.093 0.044 -0.025
C 1.80610 -1.13711 -1.75041 0.087 0.143 -0.014
C -5.05663 -1.03942 -1.35021 -0.112 -0.121 0.056
C 4.72031 -4.30897 2.08910 0.089 -0.020 0.084
C -1.16854 1.43023 -0.06419 0.298 0.378 -0.134
C 5.71506 -3.43140 1.69504 0.058 -0.057 0.118
C -2.66438 -1.29324 0.02386 -0.053 0.073 -0.110
C -2.79144 -0.31047 -0.95146 -0.174 0.012 -0.102
C -0.50004 -0.27048 -1.76157 0.311 0.139 0.052
C 1.68354 4.69769 -0.06292 -0.102 -0.418 0.175
C -3.60468 1.62981 1.91945 0.272 0.190 -0.264
C 4.12608 -1.82701 -1.35603 -0.007 -0.125 -0.140
C 0.28104 1.88949 -0.29320 -0.470 0.260 -0.004
C 3.36033 -3.58634 0.25081 0.026 -0.011 0.008
C 3.54141 -4.38438 1.36513 -0.088 -0.023 -0.027
C -3.48107 2.38780 0.59693 0.079 -0.136 0.148
C 5.53129 -2.62819 0.58207 -0.064 0.007 -0.121
C -1.62616 0.59544 -1.27532 0.234 -0.013 0.186
C -3.99107 -0.20799 -1.64442 0.140 -0.088 0.051
C -4.91309 -1.98983 -0.35571 -0.180 -0.111 0.003
H -3.16771 0.63361 1.83445 0.071 0.094 0.040
H 0.33039 2.48631 -1.22591 0.060 -0.123 0.140
H 1.33146 4.56023 -1.08258 -0.012 0.042 -0.113
H -3.99326 3.34979 0.70173 -0.050 -0.005 -0.011
H 5.01926 -1.23381 -1.57540 -0.068 -0.115 -0.021
H 2.61779 5.25115 -0.09180 0.102 0.094 -0.038
H -4.10115 0.53213 -2.42450 0.011 0.102 -0.057
H 4.86337 -4.93442 2.95781 0.012 -0.047 0.069
H 6.31091 -1.94393 0.27743 0.066 0.078 -0.043
H -2.04474 3.27622 -0.72319 0.073 0.077 -0.026
H 2.28226 3.51519 1.64159 0.060 -0.048 -0.139
H 2.76393 -5.07007 1.66820 -0.064 -0.058 0.021
H -0.72817 -1.05228 -2.46776 0.105 -0.129 -0.079
H 3.87697 -2.44101 -2.22706 0.133 0.131 0.079
H -1.15243 0.80905 0.83366 0.050 -0.096 0.004
H 2.44632 -3.64598 -0.32199 -0.124 -0.015 -0.069
H -1.72592 -1.41357 0.54493 0.122 -0.009 0.075
H -5.40002 2.25047 2.34824 0.049 -0.081 -0.006
H 2.63466 2.75350 0.07252 -0.013 0.025 0.115
H -1.92891 1.27678 -2.08130 -0.039 -0.023 0.065
H 0.94457 5.27715 0.48428 -0.052 0.094 0.042
H -3.61743 -2.88663 1.09415 -0.006 -0.057 0.049
H -5.98842 -0.94879 -1.88691 -0.068 -0.007 -0.024
H 3.05346 -0.25388 -0.42056 -0.069 -0.016 -0.070
H 6.63617 -3.36982 2.25593 0.068 0.004 0.051
H -1.55429 3.25163 0.97142 -0.029 0.076 -0.074
H -3.07716 2.17811 2.71393 0.055 -0.080 -0.069
H -3.99966 1.82138 -0.17640 -0.092 0.091 0.068
```
Positions in Å, forces in eV/Å.

Summary:
* relative energy (zero: lowest compared OMol25 entry of this formula, charge and spin): 2.3 kcal/mol
* calculated total energy: -3861.07761 a.u.
* HOMO energy: -8.8 eV
* SMILES string: CCO[C@H]1OC(C(=O)NCc2ccccc2)=C[C@@H](c2ccc(Br)cc2)[C@@H]1CCCO
* LUMO energy: 0.632 eV